(1)
Density functional theory data (wB97M-V/def2-TZVPD) for a molecular structure, C20H26ClN3O2S.

- total charge = 0
- HOMO level (eV) = -7.9
- spin multiplicity = 1
- frontier orbital gap (eV) = 8.32
- electronic energy (eV) = -53066.704

Element x y z (Å)
1 C 3.72 -6.66 2.07
2 C 3.05 -6.78 0.67
3 C 1.49 -6.53 0.63
4 C 1.28 -5.10 0.80
5 O 1.90 -4.43 -0.38
6 C 1.60 -3.25 -0.43
7 C 0.98 -2.46 0.62
8 C 0.93 -1.00 0.06
9 C 1.41 -0.48 -1.10
10 C 1.96 -1.25 -1.92
11 C 1.92 -2.77 -1.83
12 H 2.54 -3.40 -2.57
13 H 2.51 -0.78 -2.83
14 C 1.18 1.01 -1.33
15 C 0.41 1.83 -0.52
16 C 0.71 2.27 0.87
17 N 0.07 3.23 1.67
18 C -1.20 3.40 1.15
19 N -1.83 3.02 -0.15
20 C -1.13 2.00 -0.71
21 N -1.57 1.60 -1.96
22 C -1.70 0.04 -2.25
23 H -0.78 -0.31 -2.01
24 C -2.88 -0.67 -1.57
25 O -3.98 0.04 -2.32
26 C -4.12 1.45 -1.65
27 H -4.92 1.81 -1.84
28 C -3.04 2.18 -2.38
29 H -2.99 3.12 -1.80
30 H -3.05 2.17 -3.26
31 H -4.07 1.45 -0.64
32 H -2.68 -1.56 -2.10
33 H -2.71 -0.53 -0.58
34 H -1.56 0.20 -3.32
35 S -2.13 4.54 2.01
36 C -1.21 4.93 3.20
37 H -0.05 5.49 2.75
38 H -0.95 3.97 4.03
39 H -1.58 5.63 3.94
40 Cl 2.24 1.92 1.33
41 H 0.93 1.24 -2.18
42 H 2.14 1.23 -1.02
43 H 0.45 -0.46 0.95
44 H 0.67 -2.77 1.45
45 H 0.22 -5.14 0.82
46 H 1.74 -4.55 1.71
47 H 1.17 -7.08 1.66
48 H 1.17 -6.89 -0.08
49 H 3.54 -6.25 -0.24
50 H 3.25 -8.11 0.36
51 H 3.71 -5.62 2.24
52 H 3.33 -7.27 2.72
53 H 4.79 -6.76 1.83

***

(2)
Density functional theory data (wB97M-V/def2-TZVPD) for C20H26FN5O2S in the gas phase.

- total charge = 0
- HOMO level (eV) = -7.6
- spin multiplicity = 1
- structure (SMILES) = CC(C)Cc1nnc(NC(=O)CCC(=O)N2CCN(c3ccc(F)cc3)CC2)s1
- frontier orbital gap (eV) = 8.11
- electronic energy (eV) = -46260.865

Element x y z (Å)
1 C -0.13 5.36 0.20
2 C -0.44 3.88 0.43
3 C 0.85 3.06 0.40
4 C -1.43 3.39 -0.63
5 C -2.09 2.11 -0.29
6 N -1.69 1.25 0.58
7 N -2.46 0.17 0.71
8 C -3.48 0.16 -0.08
9 N -4.47 -0.77 -0.14
10 C -4.59 -2.00 0.47
11 O -5.60 -2.64 0.28
12 C -3.44 -2.50 1.31
13 C -2.56 -3.40 0.43
14 C -1.85 -2.60 -0.66
15 O -2.46 -2.25 -1.66
16 N -0.53 -2.35 -0.51
17 C 0.26 -2.43 0.70
18 C 0.77 -1.02 1.07
19 N 1.54 -0.46 -0.01
20 C 2.91 -0.65 -0.08
21 C 3.69 -0.49 1.08
22 C 5.06 -0.62 1.05
23 C 5.69 -0.91 -0.15
24 F 7.04 -1.03 -0.19
25 C 4.96 -1.06 -1.31
26 C 3.58 -0.94 -1.27
27 C 0.74 -0.39 -1.21
28 C 0.20 -1.76 -1.61
29 S -3.58 1.60 -1.10
30 H 0.57 5.71 0.95
31 H 0.30 5.51 -0.78
32 H -1.04 5.96 0.28
33 H -0.90 3.76 1.42
34 H 1.33 3.14 -0.58
35 H 1.55 3.43 1.15
36 H 0.65 2.02 0.60
37 H -0.92 3.28 -1.59
38 H -2.22 4.14 -0.77
39 H -5.21 -0.57 -0.80
40 H -2.87 -1.67 1.71
41 H -3.87 -3.10 2.12
42 H -1.86 -3.96 1.05
43 H -3.21 -4.11 -0.09
44 H -0.33 -2.82 1.53
45 H 1.11 -3.09 0.52
46 H 1.38 -1.10 1.98
47 H -0.08 -0.37 1.27
48 H 3.22 -0.22 2.01
49 H 5.66 -0.48 1.94
50 H 5.46 -1.28 -2.24
51 H 3.04 -1.08 -2.19
52 H 1.30 0.07 -2.02
53 H -0.11 0.26 -0.98
54 H -0.47 -1.68 -2.46
55 H 1.03 -2.43 -1.87

***

(3)
Density functional theory data (wB97M-V/def2-TZVPD) for C20H26FN5O3 in the gas phase.

- total charge = 0
- HOMO level (eV) = -9.1
- spin multiplicity = 1
- structure (SMILES) = C[C@@H]1CN(C(=O)c2n[nH]cc2-c2ccncc2)CC[C@@H]1N(C)C(=O)COCCF
- frontier orbital gap (eV) = 9.65
- electronic energy (eV) = -37472.282

Element x y z (Å)
1 C 0.88 1.09 2.72
2 C 0.16 0.58 1.48
3 C 0.30 -0.94 1.37
4 N -0.48 -1.41 0.24
5 C -1.73 -1.89 0.44
6 O -2.21 -2.08 1.55
7 C -2.56 -2.13 -0.78
8 N -2.57 -3.31 -1.38
9 N -3.45 -3.17 -2.39
10 C -3.98 -1.93 -2.46
11 C -3.43 -1.21 -1.42
12 C -3.64 0.20 -1.08
13 C -3.81 1.17 -2.07
14 C -3.95 2.50 -1.71
15 N -3.91 2.93 -0.45
16 C -3.75 2.00 0.50
17 C -3.62 0.64 0.24
18 C 0.05 -0.96 -1.03
19 C 0.04 0.58 -1.08
20 C 0.54 1.33 0.17
21 N 1.92 1.87 0.12
22 C 2.09 3.20 0.73
23 C 3.11 1.22 -0.04
24 O 4.14 1.66 0.45
25 C 3.22 -0.02 -0.91
26 O 3.19 -1.22 -0.17
27 C 4.38 -1.47 0.57
28 C 4.14 -2.67 1.44
29 F 3.27 -2.34 2.47
30 H 1.96 0.95 2.64
31 H 0.68 2.15 2.90
32 H 0.53 0.54 3.60
33 H -0.91 0.77 1.61
34 H 1.34 -1.23 1.24
35 H -0.08 -1.41 2.28
36 H -3.65 -3.96 -2.97
37 H -4.71 -1.66 -3.20
38 H -3.81 0.89 -3.12
39 H -4.08 3.26 -2.47
40 H -3.74 2.36 1.52
41 H -3.51 -0.06 1.06
42 H 1.04 -1.38 -1.14
43 H -0.56 -1.35 -1.85
44 H 0.58 0.94 -1.96
45 H -1.00 0.88 -1.22
46 H -0.06 2.24 0.19
47 H 2.85 3.75 0.18
48 H 1.14 3.73 0.69
49 H 2.42 3.14 1.77
50 H 2.42 -0.08 -1.65
51 H 4.17 0.08 -1.44
52 H 5.21 -1.67 -0.11
53 H 4.64 -0.60 1.19
54 H 3.70 -3.48 0.87
55 H 5.08 -3.00 1.89

***

(4)
Density functional theory data (wB97M-V/def2-TZVPD) for a molecular structure, C20H26I2N4O4Pr.

- total charge = +1
- HOMO level (alpha / beta) (eV) = -10.8 / -10.8
- spin multiplicity = 3
- frontier orbital gap (alpha / beta) (eV) = 6.81 / 6.82
- electronic energy (eV) = -65581.309

Element x y z (Å)
1 Pr -0.03 0.58 0.18
2 C 0.47 -1.81 -2.57
3 C 1.27 -2.28 -1.36
4 N 0.59 -1.97 -0.09
5 C -0.58 -2.82 0.22
6 C -1.88 -2.34 -0.45
7 N -1.99 -0.87 -0.45
8 C -2.55 -0.30 -1.68
9 C -1.54 -0.40 -2.85
10 N -0.14 -0.48 -2.37
11 H 1.14 -1.81 -3.44
12 H -0.31 -2.54 -2.78
13 H 1.46 -3.36 -1.46
14 H 2.24 -1.78 -1.33
15 H 1.26 -2.10 0.66
16 H -0.40 -3.86 -0.08
17 H -0.71 -2.80 1.30
18 H -1.91 -2.68 -1.48
19 H -2.72 -2.81 0.06
20 H -2.55 -0.57 0.34
21 H -3.49 -0.78 -1.97
22 H -2.76 0.75 -1.48
23 H -1.77 -1.27 -3.47
24 H -1.67 0.47 -3.48
25 H 0.40 0.20 -2.90
26 O -1.68 2.05 0.23
27 C -0.73 2.82 -0.10
28 O 0.38 2.78 0.49
29 C -0.82 3.46 -1.44
30 C -1.48 4.65 -1.76
31 C -1.58 5.01 -3.08
32 C -0.99 4.14 -4.05
33 C -0.35 2.97 -3.64
34 N -0.25 2.60 -2.37
35 H -1.90 5.26 -0.97
36 H -2.08 5.93 -3.37
37 H -1.05 4.38 -5.11
38 H 0.12 2.32 -4.37
39 C 3.68 0.50 3.11
40 C 2.31 0.09 2.65
41 O 1.93 0.42 1.48
42 C 1.45 -0.65 3.52
43 C 1.92 -1.21 4.71
44 C 1.09 -1.89 5.58
45 C -0.28 -2.02 5.30
46 C -0.79 -1.49 4.15
47 C 0.03 -0.81 3.21
48 O -0.50 -0.35 2.13
49 H 4.12 1.17 2.37
50 H 4.33 -0.38 3.21
51 H 3.64 1.00 4.07
52 H 2.97 -1.12 4.96
53 H 1.49 -2.32 6.49
54 H -0.93 -2.54 6.00
55 H -1.85 -1.56 3.91
56 I 2.85 1.20 -0.85
57 I 3.16 1.24 -3.54

***

(5)
Density functional theory data (wB97M-V/def2-TZVPD) for 2 unconnected molecules or ions with the total composition C20H26N.

- total charge = +1
- HOMO level (eV) = -11.1
- spin multiplicity = 1
- frontier orbital gap (eV) = 5.19
- electronic energy (eV) = -22644.613

Element x y z (Å)
1 C -4.33 -2.77 -2.12
2 C -4.75 -1.44 -1.92
3 C -3.88 -0.52 -1.34
4 C -2.60 -0.91 -0.94
5 C -1.65 0.11 -0.35
6 C -0.79 0.69 -1.47
7 C 0.11 1.89 -1.13
8 C 1.14 1.92 -2.28
9 C 0.94 0.56 -3.00
10 N 0.16 -0.23 -2.04
11 C -2.18 -2.23 -1.15
12 C -3.04 -3.15 -1.75
13 H -5.01 -3.50 -2.56
14 H -5.75 -1.12 -2.22
15 H -4.17 0.53 -1.21
16 H -2.22 0.93 0.10
17 H -1.01 -0.32 0.44
18 H -1.50 1.02 -2.28
19 H -0.43 2.82 -0.99
20 H 0.64 1.66 -0.20
21 H 0.94 2.75 -2.97
22 H 2.17 2.01 -1.92
23 H 0.36 0.73 -3.94
24 H 1.88 0.08 -3.27
25 H -0.26 -1.05 -2.46
26 H -1.16 -2.51 -0.85
27 H -2.68 -4.17 -1.92
28 C 1.69 2.65 1.71
29 C 2.33 1.32 1.51
30 C 3.62 1.29 0.77
31 C 1.87 0.21 2.24
32 C 2.48 -1.08 2.13
33 C 2.10 -2.14 2.93
34 C 1.04 -1.99 3.85
35 C 0.37 -0.76 3.93
36 C 0.75 0.30 3.13
37 H 0.60 2.60 1.65
38 H 1.91 3.08 2.70
39 H 2.04 3.37 0.96
40 H 3.82 0.33 0.29
41 H 3.62 2.06 -0.02
42 H 4.47 1.51 1.42
43 H 3.27 -1.22 1.38
44 H 2.63 -3.09 2.85
45 H 0.74 -2.83 4.48
46 H -0.45 -0.63 4.63
47 H 0.19 1.24 3.18

***

Max |F| list, top to bottom, in eV/Å: 19.586 1.412 0.181 4.964 1.562